A cluster of 11 separate species, C62H156N10O21 in total in a non-equilibrium geometry, computed with ωB97M-V with the def2-TZVPD basis set.

Results
Calculated total energy (eV): -124707.41978
HOMO energy (eV): -8.13
SMILES: COCCNCCOC.COCCNCCOC.COCCNCCOC.COCCNCCOC.COCCNCCOC.COCCNCCOC.COCCNCCOC.COCCNCCOC.COCCNCCOC.COCCNCCOC.CCO
ΔE to the lowest compared entry with this formula, charge and spin (kcal/mol): 0.00
HOMO-LUMO gap (eV): 8.85

Each line ends with the Mulliken charge.
CARTESIAN COORDINATES (ANGSTROEM)
C 19.835411 21.803507 19.253528  1.0837
O 20.894036 21.064792 19.750903  1.5546
C 20.643841 20.589164 21.056423  1.0626
C 19.456118 19.655060 21.074808  0.7722
N 19.609845 18.593710 20.111886  1.0548
C 18.428252 17.772233 19.707366  -0.6060
C 17.404618 18.609508 18.931048  1.9571
O 16.788176 19.452772 19.907697  0.1977
C 16.296266 20.670593 19.327761  -0.4992
H 19.005032 21.207383 18.830222  -1.0918
H 20.144573 22.430593 18.462559  -0.1600
H 19.253614 22.393799 19.989778  -0.6769
H 20.407618 21.405871 21.752507  -0.6452
H 21.507022 20.063605 21.373508  -0.6850
H 18.495045 20.194700 21.116495  -0.8169
H 19.521704 19.251696 22.144903  -0.5023
H 19.914965 19.077782 19.277658  -0.5084
H 17.993933 17.289505 20.575427  0.3225
H 18.854664 16.979421 19.099591  -0.8879
H 16.598856 18.001894 18.437478  -0.7726
H 17.945362 19.195198 18.213314  -0.1934
H 15.801108 20.492904 18.374224  0.4288
H 17.062831 21.487488 19.224082  -0.7481
H 15.520276 21.114290 19.951834  0.3127
C 26.094256 16.185979 28.915590  -0.7870
O 24.748653 16.318692 28.606714  -0.3337
C 24.244941 17.579650 29.099314  -0.4184
C 22.737361 17.692821 28.954597  -0.9400
N 22.383620 17.814726 27.546818  0.1394
C 20.906962 17.760632 27.338016  -1.4093
C 20.679837 18.010644 25.873501  0.4513
O 21.115504 16.775111 25.256469  -0.4956
C 20.737928 16.773838 23.903844  -0.5187
H 26.208681 16.259747 29.981165  0.3643
H 26.748845 16.999354 28.504385  0.2918
H 26.424076 15.243437 28.462010  0.2447
H 24.681862 18.449703 28.503745  0.2012
H 24.593457 17.713901 30.137111  0.5317
H 22.274653 18.534957 29.456843  0.4269
H 22.350341 16.777414 29.478933  0.2901
H 22.735686 17.081115 26.989780  0.1612
H 20.408985 18.543574 27.945291  0.4553
H 20.478685 16.744802 27.595255  0.3320
H 21.336015 18.804058 25.561053  -0.1502
H 19.618579 18.212405 25.580568  0.4420
H 20.767680 17.739614 23.415275  -0.1565
H 19.705939 16.472956 23.763060  0.5501
H 21.307617 16.022907 23.364704  0.3814
C 25.591899 19.183155 19.383369  -0.8916
O 24.677689 18.867483 20.441739  -0.1009
C 24.181025 19.933130 21.177072  -0.4395
C 23.602381 19.367592 22.464634  0.8808
N 24.716986 18.940514 23.264655  -0.2153
C 24.399757 18.168928 24.462040  0.6435
C 25.660965 17.938616 25.228658  -0.5792
O 26.504632 17.170039 24.350844  -0.3310
C 27.743005 16.958929 24.972359  -0.7387
H 26.520823 19.594419 19.751366  0.3512
H 25.152177 19.906568 18.694005  0.1689
H 25.832896 18.217578 18.962733  0.2833
H 23.379245 20.424882 20.594474  -0.0680
H 24.931292 20.695616 21.485695  0.4141
H 22.903709 18.505476 22.217451  -0.1034
H 23.012491 20.150128 22.985023  -0.6075
H 25.388003 18.370173 22.774984  0.4518
H 23.921625 17.216903 24.225825  0.0480
H 23.691646 18.756053 25.056253  -0.5224
H 25.414276 17.410616 26.172923  0.2628
H 26.136031 18.925818 25.429372  0.3459
H 28.446359 16.709546 24.185160  0.2552
H 27.653096 16.144464 25.683535  0.2498
H 28.100628 17.819793 25.570977  0.3034
C 21.333313 11.847820 15.180201  -0.8547
O 21.085986 12.198234 16.519064  -0.1448
C 22.037531 11.826297 17.409536  -0.8486
C 21.936033 12.794479 18.616976  -0.3932
N 22.293017 14.109155 18.174252  -0.3869
C 22.053900 15.082743 19.239943  0.2503
C 22.341220 16.471431 18.740855  -0.3215
O 21.365894 16.960317 17.802423  0.1486
C 21.926180 18.172670 17.422582  -0.6916
H 21.663923 10.821666 15.232413  0.4185
H 21.995956 12.537708 14.610417  0.2600
H 20.329637 11.806694 14.768790  0.1922
H 22.981629 11.925180 16.917641  0.5092
H 21.919853 10.768300 17.712068  0.3838
H 22.491322 12.425614 19.459670  0.5068
H 20.880630 12.771941 19.003986  -0.0260
H 21.789036 14.337307 17.315123  0.3508
H 22.623284 14.769109 20.147530  0.3869
H 20.985321 15.048253 19.531467  -0.6660
H 23.372285 16.586088 18.348491  0.3560
H 22.277173 17.224351 19.577471  -0.0467
H 22.955400 18.129506 17.051975  0.5160
H 21.913736 18.851067 18.283906  0.0642
H 21.391539 18.607667 16.610937  0.0056
C 13.223816 17.029041 23.081157  -0.7083
O 13.427182 16.774530 21.735528  -0.3075
C 13.623960 17.942148 21.010994  -0.4804
C 14.298819 17.646352 19.675862  1.4927
N 13.336160 17.060002 18.789519  -0.0750
C 13.861181 16.496192 17.617244  0.1347
C 12.762330 16.298042 16.584170  -0.8340
O 11.798142 15.360910 17.136713  -0.3882
C 10.662794 15.171071 16.312796  -0.9102
H 13.961153 17.765175 23.452105  0.1723
H 13.373857 16.077032 23.610371  0.2869
H 12.287378 17.405264 23.376642  0.3678
H 14.289787 18.617959 21.565451  -0.0173
H 12.704710 18.427115 20.788748  0.5616
H 15.152122 16.941100 19.850334  -0.8125
H 14.606669 18.588970 19.283238  -0.4173
H 12.783163 16.398857 19.318593  0.3717
H 14.391773 15.599702 17.740005  0.1225
H 14.558927 17.229115 17.194719  -0.3603
H 13.240901 15.958380 15.653345  0.2924
H 12.190307 17.195520 16.387033  0.6689
H 10.054310 16.104547 16.250045  0.2936
H 10.061350 14.424844 16.760829  0.3142
H 10.848293 14.899656 15.232112  0.3072
C 14.612488 21.175114 15.515100  -0.9904
O 15.800267 21.795490 15.119253  0.2056
C 15.878553 21.767619 13.725756  -0.4453
C 16.809825 22.900937 13.315756  -0.7113
N 16.264383 24.211727 13.715928  -0.3876
C 17.167078 25.299529 13.349793  -0.6000
C 16.676364 26.630356 13.835186  -0.7114
O 16.753311 26.583015 15.264255  -0.1578
C 16.463241 27.818783 15.960682  -0.7036
H 14.475958 20.119545 15.242267  0.3383
H 13.737057 21.729092 15.229730  0.4683
H 14.568850 21.194937 16.633452  0.1096
H 14.834150 22.021621 13.309156  0.4817
H 16.172919 20.743614 13.324963  0.0981
H 16.997186 22.836608 12.248524  0.4883
H 17.826003 22.784346 13.706015  0.2684
H 16.114661 24.280929 14.735610  0.1933
H 17.345008 25.331122 12.272783  0.3975
H 18.139533 25.136077 13.819112  0.2945
H 15.693302 26.821352 13.431267  0.3798
H 17.384860 27.426469 13.547102  0.4356
H 17.029688 28.660209 15.505859  0.3094
H 16.710504 27.635678 16.997525  0.1843
H 15.379847 28.081327 15.852881  0.2779
C 22.560653 21.338630 25.507515  -1.0837
O 21.412604 21.516632 24.690011  0.3456
C 20.434765 22.189789 25.498161  -1.3491
C 19.103272 22.131351 24.710759  -0.1737
N 18.685065 20.729751 24.634639  0.0807
C 17.528019 20.517058 23.795583  0.0586
C 16.325310 20.733351 24.685788  -0.5517
O 15.082444 20.627732 24.017988  -0.3564
C 14.867659 21.656225 23.074865  -0.3524
H 23.409738 21.164922 24.867970  0.2341
H 22.555799 20.462827 26.161159  0.2363
H 22.793874 22.212084 26.135697  0.4367
H 20.681960 23.231851 25.576104  0.4446
H 20.288990 21.722657 26.477301  0.4339
H 19.244026 22.523820 23.717422  -0.1117
H 18.362732 22.774715 25.156842  0.5865
H 19.479577 20.217394 24.228407  -0.0778
H 17.571114 19.496723 23.472496  0.4023
H 17.557441 21.138406 22.898701  -0.2359
H 16.403969 21.810326 25.069038  0.2360
H 16.402029 20.024128 25.505162  0.2923
H 15.552306 21.565807 22.221957  -0.0554
H 15.009453 22.624600 23.555171  0.3986
H 13.861934 21.548209 22.659423  0.2770
C 13.514669 13.029123 15.148658  -0.6691
O 14.713046 13.650527 15.576787  0.0675
C 15.874475 12.866303 15.264833  -1.3448
C 17.106660 13.307946 16.021755  0.5299
N 16.935433 13.355793 17.447727  -0.3424
C 18.162738 13.899572 18.068770  0.3557
C 17.962815 14.047104 19.514258  -1.1613
O 16.845358 14.939757 19.762472  0.1412
C 16.535296 14.894156 21.151571  -0.5441
H 13.500814 12.971343 14.045043  0.3512
H 12.658233 13.577990 15.556319  -0.0085
H 13.339792 12.000791 15.484030  0.3214
H 16.052949 12.825673 14.200662  0.4990
H 15.768746 11.803821 15.541123  0.4705
H 17.244283 14.309675 15.601389  -0.4156
H 17.992650 12.669779 15.782014  0.1224
H 16.147185 13.926583 17.688232  0.3119
H 18.534649 14.916540 17.702791  -0.2295
H 18.963192 13.234678 17.875021  0.3685
H 18.844304 14.433857 20.071795  0.1663
H 17.652466 13.055346 19.885305  0.5606
H 17.382778 15.221840 21.762740  0.1843
H 16.330314 13.845262 21.458473  0.3724
H 15.637907 15.469548 21.332950  0.0065
C 22.419773 22.111137 17.175407  -0.2782
O 22.513013 23.219895 18.049328  -0.2542
C 21.983578 24.447690 17.538115  -0.4516
C 22.040614 25.437128 18.674409  -0.8922
N 20.947900 25.118050 19.661110  -0.2642
C 21.523280 24.305256 20.781511  -0.5444
C 20.493609 24.242854 21.869643  0.9907
O 20.100884 25.499549 22.315521  -0.5753
C 19.429319 25.445525 23.550022  -0.6920
H 23.254142 22.231859 16.453608  0.3911
H 21.436080 22.096493 16.664856  0.3075
H 22.601266 21.228363 17.785660  -0.4246
H 20.949635 24.341217 17.249670  0.2161
H 22.581684 24.828916 16.715816  0.4850
H 21.932955 26.453567 18.282707  0.4998
H 23.061299 25.326815 19.062058  0.3027
H 20.845552 25.977945 20.235068  0.2662
H 22.444631 24.810063 21.104693  0.6132
H 21.759132 23.308657 20.454062  -0.4299
H 20.725957 23.586326 22.681945  -0.1156
H 19.633855 23.714971 21.502653  0.0181
H 20.076203 25.104473 24.361354  0.2321
H 18.520743 24.854073 23.485417  0.2061
H 19.162175 26.478497 23.753053  0.3604
C 19.252008 16.358409 12.215033  -0.7095
O 18.035867 16.945149 12.570429  -0.3150
C 17.156245 15.805533 12.850047  -0.8560
C 16.001108 16.283718 13.707017  -0.9970
N 16.214054 16.581422 15.111693  0.7116
C 17.447292 17.112357 15.598369  0.2174
C 17.583608 18.615377 15.364046  -0.4353
O 18.842731 19.075995 15.892419  0.0146
C 19.058295 20.402002 15.548626  -0.5031
H 19.128982 15.615978 11.425757  0.3263
H 19.674224 15.905842 13.131868  0.2066
H 19.990372 17.081822 11.881627  0.2607
H 17.724301 15.035783 13.333217  0.4411
H 16.684288 15.402390 11.964054  0.4945
H 15.242444 15.501879 13.723689  0.4969
H 15.596916 17.161519 13.157471  0.3623
H 15.706780 15.954874 15.700370  -0.3489
H 18.327142 16.745370 15.082662  -0.0181
H 17.505590 16.973280 16.692124  -0.4224
H 16.793417 19.158629 15.885648  -0.3118
H 17.499601 18.756667 14.277063  0.7682
H 19.262962 20.544467 14.479813  0.2999
H 19.965184 20.640023 16.113486  -0.3457
H 18.219478 21.016326 15.827563  0.1826
C 15.899190 24.287663 18.369307  -0.8284
C 17.109226 25.097698 18.581263  -0.2132
O 18.122290 24.291708 19.187192  -0.1740
H 15.414396 24.072768 19.300749  0.3855
H 16.251932 23.373444 17.886903  -0.1804
H 15.156090 24.744300 17.690764  0.3903
H 16.949344 25.957609 19.265062  0.2524
H 17.488110 25.527102 17.651709  0.2385
H 18.991056 24.746151 19.224511  0.0772

Cartesian forces, eV/Å:
C -2.35 -0.09 0.18
O 0.72 0.08 0.28
C -1.30 0.09 -0.53
C -0.39 -0.57 2.78
N -0.53 -0.10 -0.36
C 0.77 0.81 -0.08
C -0.55 -1.00 1.20
O -0.51 1.13 -0.64
C 0.25 0.42 0.33
H 0.52 -0.46 -0.05
H 0.60 0.82 -0.60
H 0.86 -0.02 -0.02
H 0.27 0.13 -0.05
H 0.82 -0.35 0.21
H 0.35 -0.11 -0.64
H -0.18 -0.01 -1.08
H 0.32 -0.28 -0.36
H -0.23 0.11 0.22
H -0.15 -0.11 -0.32
H 0.78 0.34 0.20
H 0.20 0.36 -0.68
H 0.22 -0.12 -0.33
H -0.38 -0.97 -0.07
H -0.01 -0.31 0.39
C 0.94 0.35 -0.91
O -1.41 1.35 -0.13
C 0.78 1.28 -0.62
C 0.23 -1.76 -0.06
N -1.83 0.82 0.92
C 0.18 -0.01 0.53
C -0.66 -1.55 -0.06
O -0.27 1.00 -0.33
C -0.34 -0.74 -0.39
H 0.39 -0.49 0.77
H -0.60 -0.36 -0.04
H 0.06 0.14 0.52
H -0.13 -1.05 0.51
H -0.31 -0.10 -0.11
H 0.45 0.33 0.32
H -0.18 0.41 -0.56
H 0.85 -1.09 -0.49
H 0.32 -0.40 -0.18
H 0.30 1.02 -0.06
H 0.08 0.58 -0.41
H 0.70 -0.05 0.42
H 0.68 0.43 -0.08
H -0.63 -0.21 0.32
H 0.41 0.17 -0.06
C -0.76 -0.18 0.94
O 1.14 -0.53 -0.62
C -1.07 1.02 0.33
C -0.34 -0.73 -0.45
N 0.27 -0.13 1.17
C -0.65 0.94 -0.34
C -0.13 -0.03 -0.29
O -0.30 0.83 1.03
C 0.24 -0.06 0.17
H 0.32 0.33 0.40
H -0.07 -0.22 -0.30
H -0.10 -0.03 -0.61
H 0.32 0.14 0.11
H -0.07 -0.45 -0.45
H 0.44 0.80 0.10
H 0.30 -0.40 -0.17
H -0.04 0.16 -0.72
H -0.14 -0.28 0.01
H 0.06 -0.19 0.16
H 0.45 0.05 -0.31
H -0.12 -0.59 0.06
H 0.28 -0.06 0.10
H 0.15 -0.45 0.16
H -0.14 -0.03 -0.55
C -0.80 -0.27 0.41
O -1.82 1.41 -1.04
C 0.66 -0.23 2.06
C -1.37 -1.04 -1.13
N 0.59 0.21 0.52
C -0.68 -0.33 -0.60
C -0.01 1.20 1.76
O 1.35 -1.25 -0.04
C -0.04 1.29 -0.21
H 0.67 -0.42 -0.73
H -0.25 -0.47 0.54
H 0.06 0.23 -0.67
H 1.19 0.09 0.08
H -0.04 0.20 0.07
H 0.88 0.09 0.27
H 0.35 -0.14 -0.38
H 0.00 0.04 0.50
H -0.08 0.58 -0.74
H 0.13 0.11 0.13
H -0.50 -0.42 -0.11
H 0.25 -0.87 -0.24
H 0.19 -0.46 0.20
H 0.09 0.25 -0.07
H -0.95 0.27 -0.51
C 1.88 -0.75 1.19
O -0.26 -0.63 -0.34
C 1.74 0.38 -0.78
C -0.24 -1.21 1.11
N -1.16 0.30 1.22
C -0.87 1.58 -1.70
C -0.33 -0.78 0.48
O 0.67 -0.17 -1.07
C 0.19 1.54 -1.04
H -0.03 -0.28 -0.03
H -0.01 0.27 -0.05
H -1.70 0.55 -0.14
H -0.14 0.06 0.08
H -1.10 0.66 0.00
H -0.19 0.81 -0.10
H 0.62 0.58 -0.38
H -0.12 -0.19 -0.20
H 0.91 -1.68 0.30
H 0.05 -0.06 -0.14
H -0.42 -0.31 0.00
H 0.19 0.62 -0.05
H 0.33 -0.36 0.16
H -0.54 -0.85 0.45
H 0.35 0.04 1.01
C -0.35 -0.39 2.57
O -0.30 -0.65 0.17
C -0.70 0.46 -1.39
C 0.10 0.14 0.35
N -0.15 0.02 -0.20
C 0.27 -0.49 0.19
C 1.13 0.44 0.81
O -0.64 0.55 0.44
C -0.66 -0.43 -1.66
H 0.41 0.13 -0.38
H -0.46 0.39 -0.65
H 0.27 -0.05 -0.75
H 1.38 -0.40 0.32
H -0.12 1.12 0.47
H -0.48 0.36 -0.43
H 0.08 -0.37 0.53
H 0.18 -0.47 -0.77
H -0.26 -0.07 -0.07
H 0.42 0.03 0.00
H -0.59 0.28 0.19
H -0.31 -0.14 -0.44
H -0.03 -0.43 0.45
H 0.09 0.20 0.13
H 0.69 -0.25 0.22
C 0.88 -0.04 -0.08
O -0.04 0.25 1.57
C -1.62 -0.37 -1.74
C 0.99 -1.07 0.57
N 0.99 0.10 -0.04
C 0.19 -0.05 0.41
C -0.17 2.01 -0.54
O -0.18 -0.52 0.16
C 0.20 -0.45 -0.28
H 0.36 0.13 -0.45
H -0.66 -0.07 0.15
H -0.26 -0.01 -0.26
H 0.53 0.60 0.43
H 0.23 -0.03 -0.07
H 0.31 0.32 -0.64
H -0.37 0.02 0.53
H -0.38 0.34 0.35
H -0.25 -0.71 -0.34
H -0.23 0.23 -0.10
H -0.10 -1.29 0.02
H -0.42 0.04 0.06
H 0.05 0.13 0.13
H -0.13 0.28 -0.07
H 0.03 0.07 0.36
C -0.41 -0.06 -0.46
O 0.67 -0.73 0.26
C -0.20 -1.70 0.91
C -0.15 0.95 -1.02
N 1.22 -0.03 0.23
C -0.59 1.83 -0.90
C -1.06 0.03 1.52
O 0.65 -0.44 0.34
C -0.01 -0.96 -0.26
H -0.22 0.27 0.23
H 0.40 0.24 -0.32
H 0.68 -0.06 0.33
H 0.13 0.44 -0.62
H -0.82 0.13 0.12
H 0.88 0.29 0.15
H -0.77 0.40 -0.04
H -0.36 0.33 0.16
H -0.74 -0.93 -0.21
H 0.87 -0.86 -0.19
H -0.30 -0.34 -0.40
H 0.32 0.18 0.32
H -0.04 0.30 -0.01
H 0.01 0.40 -0.16
H -0.04 0.30 0.06
C 0.65 0.86 -0.35
O -0.54 0.51 0.12
C 0.55 -0.35 0.69
C -0.60 -0.48 -0.06
N 1.68 1.30 1.09
C -0.20 0.42 -0.23
C -0.41 -0.79 -0.27
O 0.38 0.64 0.24
C 0.06 0.93 -0.27
H -0.57 -0.41 -0.14
H 0.52 -0.22 0.17
H -0.27 -0.09 -0.13
H -0.49 -0.28 -0.43
H 0.17 -0.11 -0.46
H -0.19 -0.12 0.12
H -0.18 0.25 0.48
H -0.51 -0.18 -1.04
H -0.05 -0.28 0.25
H 0.14 -0.43 -0.21
H 1.21 -0.20 0.88
H -0.90 -0.11 -0.78
H 0.05 -0.26 -0.03
H -0.18 -0.28 0.05
H -0.20 0.05 0.23
C 1.10 0.04 0.53
O -1.13 -1.37 -0.24
C -0.44 1.76 0.75
C -0.27 0.50 0.06
N -0.27 0.34 -0.64
C 0.38 1.04 0.71
C 0.01 -0.11 0.29
O -1.12 -1.45 -0.74
C 1.16 0.11 0.16
H 0.04 -0.18 -0.02
H 0.11 -0.27 -0.44
H -0.23 0.41 -0.10
H 0.41 -0.55 0.38
H 0.31 -0.03 -0.72
H -0.18 0.00 -0.35
H -0.02 -0.31 0.28
H 0.19 -0.27 0.33
H 0.37 -0.84 0.21
H 0.19 -0.40 -0.49
H -0.27 0.11 -0.10
H 0.20 0.43 0.14
H -0.07 -0.10 -0.07
H -0.20 0.57 -0.15
H -0.36 0.55 0.25
C -0.60 -0.48 -1.04
C 1.60 1.65 0.85
O -0.11 -0.25 -0.14
H -0.28 -0.36 0.53
H -0.33 -0.23 0.06
H 0.43 0.04 0.30
H -0.32 -0.20 -0.31
H -0.06 -0.14 -0.26
H -0.27 -0.11 -0.04